[1]
Density functional theory data (wB97M-V/def2-TZVPD) for 2 unconnected molecules or ions with the total composition C3H8OS in a non-equilibrium geometry.

Values from the calculation:
Structure (SMILES): CC=O.CS
2S+1: 1
ΔE to the lowest compared entry with this formula, charge and spin (kJ/mol): 108.06
Total charge: 0
HOMO-LUMO gap (Eh): 0.3648

Last column: Löwdin charge in e.
Atoms and positions in Å:
C (-2.8214, 0.3276, 0.1570)  -0.457
S (-1.5520, -0.9305, -0.2857)  0.657
H (-2.8655, 1.1879, -0.5236)  0.029
H (-3.8475, -0.0243, 0.2143)  0.029
H (-2.5453, 0.6972, 1.1406)  0.011
H (-0.3930, -0.3614, -0.5474)  -0.225
O (2.3708, -1.6148, -0.9768)  0.046
C (2.3959, -0.4567, -0.6523)  -0.337
C (1.6301, 0.1790, 0.4648)  -0.091
H (3.1240, 0.2040, -1.1710)  0.118
H (1.1022, -0.5698, 1.0423)  0.064
H (0.9860, 0.8917, -0.0262)  0.067
H (2.4157, 0.4702, 1.1640)  0.090

***

[2]
Density functional theory data (wB97M-V/def2-TZVPD) for a molecular structure, C7H15InO7 in a non-equilibrium geometry.

Values from the calculation:
2S+1: 1
ΔE to the lowest compared entry with this formula, charge and spin (kJ/mol): 169.29
Total charge: +2
HOMO-LUMO gap (Eh): 0.1062

Last column: Löwdin charge in e.
Atoms and positions in Å:
In (1.2291, 0.0012, 0.2392)  1.325
C (-2.8367, 0.2219, -0.9565)  0.006
O (-1.6673, -0.3102, -0.3471)  0.008
H (-3.0768, 1.2187, -0.5866)  0.134
H (-2.7349, 0.2258, -2.0417)  0.128
H (-3.7076, -0.3757, -0.6872)  0.192
C (3.0046, -0.3932, -4.4012)  -0.001
O (1.9935, -1.4142, -4.6030)  0.028
C (1.0545, -1.6201, -3.6233)  -0.473
O (0.9476, -0.9835, -2.5298)  -0.086
O (0.2530, -2.5986, -4.0670)  0.061
C (-0.4770, -3.2215, -2.9831)  -0.018
H (2.7952, 0.5050, -4.9820)  0.108
H (3.8951, -0.7439, -4.9229)  0.106
H (3.2620, -0.3013, -3.3461)  0.089
H (-1.1868, -2.5443, -2.5079)  0.080
H (0.1410, -3.6582, -2.1986)  0.103
H (-0.9887, -4.1367, -3.2810)  0.112
C (-2.2712, 2.2479, 3.2327)  -0.023
O (-1.3111, 2.0285, 4.2662)  0.077
C (-0.1695, 1.4649, 3.9106)  -0.530
O (0.1205, 1.0694, 2.7680)  -0.053
O (0.6296, 1.5362, 4.9640)  0.048
C (1.9474, 1.1829, 4.9194)  -0.048
H (-3.2787, 1.9082, 3.4731)  0.109
H (-1.9733, 2.0332, 2.2065)  0.076
H (-2.4915, 3.3132, 3.1638)  0.106
H (2.0875, 0.1065, 5.0187)  0.112
H (2.3446, 1.6179, 5.8365)  0.119
H (2.4660, 1.6203, 4.0663)  0.105

***

[3]
Density functional theory data (wB97M-V/def2-TZVPD) for 3 unconnected molecules or ions with the total composition C19H19BrN3O5PS in a non-equilibrium geometry.

Values from the calculation:
Structure (SMILES): N#C[C@H](S)[C@@](C#N)(CCCN)P(O)Br.O=C1C=CC(=O)C=C1.O=C1C=CC(=O)C=C1
2S+1: 1
Total charge: 0
HOMO-LUMO gap (Eh): 0.3003

Last column: Löwdin charge in e.
Atoms and positions in Å:
N (0.7834, 2.0880, -1.3660)  0.150
C (1.1942, 2.0646, -2.5084)  -0.190
C (1.7986, 2.0510, -3.9853)  -0.573
S (1.1303, 3.4448, -5.0734)  0.738
C (1.7165, 0.6293, -4.7420)  -0.600
C (1.8407, 0.9390, -6.3373)  -0.340
N (1.9702, 1.1626, -7.5264)  0.130
C (2.9646, -0.3678, -4.4174)  -0.202
C (3.3392, -0.4515, -2.8534)  -0.218
C (4.2557, -1.7143, -2.4407)  -0.267
N (4.2026, -1.8297, -0.9397)  -0.049
P (0.1077, -0.3506, -4.4630)  0.648
O (-1.1925, 0.6748, -4.0203)  -0.393
Br (-0.4608, -1.0757, -6.5740)  0.278
H (2.9301, 2.2950, -3.8751)  0.125
H (1.7650, 4.5912, -4.5495)  -0.089
H (3.8735, -0.1447, -5.0833)  0.137
H (2.5840, -1.4270, -4.7183)  0.113
H (3.9139, 0.5186, -2.5783)  0.119
H (2.3388, -0.4624, -2.2596)  0.108
H (5.3517, -1.5072, -2.7204)  0.121
H (3.8205, -2.6499, -2.9413)  0.121
H (4.3220, -0.8739, -0.5595)  0.066
H (3.2624, -2.1941, -0.6837)  0.072
H (-1.8961, 0.0464, -3.6975)  0.064
C (-1.9323, 1.5726, 0.4983)  0.012
C (-2.7446, 2.5978, 0.2369)  0.025
C (-3.9004, 2.9017, 1.1069)  -0.388
O (-4.6435, 3.8361, 0.8678)  0.102
C (-4.1199, 2.0268, 2.2782)  0.029
C (-3.3076, 1.0016, 2.5398)  0.026
C (-2.1521, 0.6981, 1.6695)  -0.372
O (-1.4077, -0.2378, 1.9089)  0.085
H (-1.0819, 1.3357, -0.1288)  0.070
H (-2.5972, 3.2484, -0.6164)  0.122
H (-4.9704, 2.2640, 2.9052)  0.125
H (-3.4549, 0.3511, 3.3931)  0.094
C (-0.5377, -2.4778, 5.2878)  0.030
C (-1.3499, -1.4524, 5.0261)  0.029
C (-2.5054, -1.1487, 5.8962)  -0.374
O (-3.2495, -0.2133, 5.6570)  0.089
C (-2.7253, -2.0232, 7.0675)  0.021
C (-1.9132, -3.0484, 7.3290)  0.022
C (-0.7573, -3.3524, 6.4589)  -0.387
O (-0.0146, -4.2867, 6.6983)  0.105
H (0.3127, -2.7150, 4.6609)  0.125
H (-1.2026, -0.8019, 4.1727)  0.095
H (-3.5759, -1.7858, 7.6943)  0.122
H (-2.0605, -3.6990, 8.1822)  0.123

***

[4]
Density functional theory data (wB97M-V/def2-TZVPD) for a molecular structure, CH3F2P in a non-equilibrium geometry.

Values from the calculation:
2S+1: 1
ΔE to the lowest compared entry with this formula, charge and spin (kJ/mol): 119.63
Total charge: 0
HOMO-LUMO gap (Eh): 0.4187

Last column: Löwdin charge in e.
Atoms and positions in Å:
C (-0.5752, -0.2723, 0.3482)  -0.413
F (-0.8328, -1.4455, 0.9527)  -0.016
F (-1.3007, -0.2365, -1.2506)  -0.301
P (1.3068, -0.1942, -0.0638)  0.839
H (-1.1311, 0.6968, 0.6833)  0.133
H (1.0659, 0.4256, -1.2771)  -0.119
H (1.4671, 1.0261, 0.6073)  -0.123

***

[5]
Density functional theory data (wB97M-V/def2-TZVPD) for a molecular structure, C35H59FFeN5O3P3.

Values from the calculation:
Expectation value of S²: 8.764
2S+1: 6
ΔE to the lowest compared entry with this formula, charge and spin (kJ/mol): 0.00
Total charge: +3
HOMO-LUMO gap (alpha / beta) (Eh): 0.2902 / 0.2426

Last column: Löwdin charge in e.
Atoms and positions in Å:
Fe (-1.6010, 1.1540, 0.3474)  0.567
C (0.0130, 3.9741, -1.7567)  -0.232
P (-1.1302, 3.5184, -0.4215)  0.827
C (-0.4443, 4.3379, 1.0540)  -0.238
C (-2.6853, 4.4326, -0.7332)  -0.389
C (-3.8124, 3.8613, 0.1349)  -0.399
P (-3.9764, 2.0329, -0.0212)  0.812
C (-4.4762, 1.8250, -1.7642)  -0.251
C (-5.5372, 1.7461, 0.8781)  -0.251
H (0.3536, 5.0044, -1.6508)  0.058
H (-0.4771, 3.8641, -2.7238)  0.052
H (0.8705, 3.3023, -1.7244)  0.034
H (-0.2630, 5.3972, 0.8673)  0.059
H (0.4900, 3.8480, 1.3272)  0.030
H (-1.1360, 4.2376, 1.8910)  0.043
H (-2.9359, 4.3246, -1.7913)  0.082
H (-2.5532, 5.5003, -0.5474)  0.098
H (-4.7688, 4.3172, -0.1322)  0.097
H (-3.6412, 4.0856, 1.1918)  0.084
H (-5.2766, 2.5128, -2.0416)  0.064
H (-4.8245, 0.8025, -1.9198)  0.027
H (-3.6237, 1.9855, -2.4251)  0.042
H (-6.3560, 2.3034, 0.4205)  0.064
H (-5.4413, 2.0755, 1.9129)  0.042
H (-5.7902, 0.6863, 0.8759)  0.012
F (5.1270, 3.3944, 0.5813)  0.072
C (4.6987, 2.1249, 0.3978)  -0.181
C (3.3588, 1.8809, 0.3685)  0.084
C (2.8821, 0.5905, 0.1030)  -0.048
C (1.4363, 0.3374, 0.0823)  -0.282
O (0.6486, 1.2865, 0.3139)  -0.113
C (1.0567, -1.0038, -0.2153)  -0.009
C (2.0359, -1.9400, -0.4399)  0.059
N (3.3515, -1.7043, -0.4288)  0.025
C (4.2872, -2.7980, -0.6340)  -0.251
C (5.1068, -2.8222, -1.8911)  -0.084
C (3.9954, -3.8091, -1.6966)  -0.068
C (3.8144, -0.4241, -0.1442)  -0.105
C (5.1869, -0.1597, -0.0669)  0.078
C (5.6595, 1.1125, 0.2090)  -0.132
N (7.0336, 1.3512, 0.3080)  -0.084
C (7.6187, 2.3640, 1.1622)  -0.124
C (8.1546, 3.5449, 0.3666)  -0.074
N (9.1331, 3.0201, -0.6580)  0.067
C (8.5130, 1.9675, -1.5427)  -0.069
C (7.9699, 0.8410, -0.6699)  -0.124
C (-0.3552, -1.5162, -0.3308)  -0.561
O (-0.5291, -2.6739, -0.6830)  0.034
O (-1.3268, -0.7152, -0.0331)  -0.163
H (2.6575, 2.6893, 0.5228)  0.128
H (1.7352, -2.9565, -0.6514)  0.149
H (4.7424, -3.1417, 0.2866)  0.161
H (6.1283, -3.1687, -1.8212)  0.112
H (4.9295, -2.0288, -2.6050)  0.117
H (4.2415, -4.8370, -1.4762)  0.119
H (3.1102, -3.6713, -2.3015)  0.114
H (5.8926, -0.9683, -0.1837)  0.120
H (8.4499, 1.9055, 1.7142)  0.143
H (6.9100, 2.7147, 1.9053)  0.141
H (8.6839, 4.2590, 0.9948)  0.146
H (7.3658, 4.0506, -0.1863)  0.133
H (9.9448, 2.6224, -0.1772)  0.187
H (9.4881, 3.7898, -1.2283)  0.190
H (9.2774, 1.6208, -2.2360)  0.144
H (7.7152, 2.4620, -2.0952)  0.145
H (8.8045, 0.3408, -0.1630)  0.143
H (7.4992, 0.1028, -1.3144)  0.132
N (-0.8165, 0.9468, 4.5018)  0.090
C (-2.1840, 0.9732, 4.6249)  -0.052
C (-2.6579, 1.1294, 3.3622)  -0.117
N (-1.6022, 1.2022, 2.4767)  -0.023
C (-0.5074, 1.0846, 3.2023)  -0.155
H (-0.1572, 0.8511, 5.2570)  0.169
H (-2.6798, 0.8843, 5.5748)  0.128
H (-3.6798, 1.1906, 3.0336)  0.083
H (0.4984, 1.1063, 2.8189)  0.129
C (-5.9000, -2.4033, 1.7533)  -0.088
C (-5.8090, -2.7714, 0.2693)  -0.515
C (-6.7397, -1.9203, -0.5976)  -0.095
P (-4.0751, -2.7388, -0.3097)  1.275
C (-4.0328, -2.8405, -2.1349)  -0.509
C (-2.8683, -2.0853, -2.7766)  -0.093
C (-4.0896, -4.3068, -2.5875)  -0.079
C (-3.0408, -3.9714, 0.5518)  -0.513
C (-3.8074, -5.2773, 0.7982)  -0.079
C (-2.4199, -3.4188, 1.8401)  -0.091
H (-6.9288, -2.5285, 2.0893)  0.098
H (-5.6139, -1.3634, 1.9228)  0.067
H (-5.2693, -3.0329, 2.3778)  0.059
H (-6.0916, -3.8273, 0.1596)  0.122
H (-6.3393, -0.9190, -0.7741)  0.058
H (-7.6942, -1.8050, -0.0845)  0.096
H (-6.9443, -2.3810, -1.5623)  0.083
H (-4.9662, -2.3514, -2.4243)  0.094
H (-1.9220, -2.5788, -2.5691)  0.068
H (-2.8035, -1.0597, -2.4122)  0.058
H (-3.0276, -2.0628, -3.8551)  0.094
H (-3.1951, -4.8518, -2.2848)  0.087
H (-4.1360, -4.3261, -3.6770)  0.098
H (-4.9691, -4.8291, -2.2100)  0.081
H (-2.2300, -4.1305, -0.1626)  0.093
H (-4.5954, -5.1507, 1.5409)  0.080
H (-3.1047, -6.0129, 1.1920)  0.100
H (-4.2438, -5.6921, -0.1092)  0.071
H (-3.1551, -3.3406, 2.6407)  0.071
H (-1.9646, -2.4429, 1.6813)  0.052
H (-1.6468, -4.1122, 2.1718)  0.096

***

[6]
Density functional theory data (wB97M-V/def2-TZVPD) for a single C19H24N4O3 molecule.

Values from the calculation:
Structure (SMILES): CC#CC[C@H](NC(=O)c1ncn2ccccc12)C(=O)N[C@H](CO)CCC
2S+1: 1
ΔE to the lowest compared entry with this formula, charge and spin (kJ/mol): 309.31
Total charge: 0
HOMO-LUMO gap (Eh): 0.3141

Last column: Löwdin charge in e.
Atoms and positions in Å:
C (-3.8046, -2.5046, 3.0857)  -0.108
C (-2.5737, -1.9313, 2.5486)  -0.076
C (-1.5669, -1.4701, 2.0896)  -0.036
C (-0.3332, -0.9033, 1.5466)  -0.138
C (-0.5904, 0.2151, 0.5230)  -0.202
N (-0.9734, -0.2275, -0.8134)  0.106
C (-1.4909, -1.4414, -1.1885)  -0.408
O (-1.3031, -2.5014, -0.6192)  0.071
C (-2.2696, -1.3739, -2.4401)  -0.157
N (-2.5398, -0.2096, -3.1001)  0.120
C (-3.2460, -0.5270, -4.1519)  -0.129
N (-3.4588, -1.8783, -4.2151)  0.004
C (-4.1438, -2.6371, -5.1391)  -0.042
C (-4.2085, -3.9718, -4.9695)  -0.065
C (-3.5759, -4.5934, -3.8451)  -0.066
C (-2.9021, -3.8506, -2.9340)  0.014
C (-2.8321, -2.4433, -3.1125)  -0.120
C (0.6791, 1.0762, 0.4675)  -0.456
O (0.9522, 1.8249, 1.3922)  0.059
N (1.4644, 0.9114, -0.6142)  0.122
C (2.6900, 1.6706, -0.7997)  -0.300
C (2.3793, 3.0723, -1.3017)  -0.206
O (1.8814, 2.9682, -2.6323)  -0.053
C (3.6185, 0.8903, -1.7244)  -0.175
C (4.9510, 1.5791, -1.9895)  -0.265
C (5.8954, 0.6969, -2.7962)  -0.114
H (-4.6173, -1.7785, 3.0534)  0.073
H (-4.1075, -3.3783, 2.5078)  0.074
H (-3.6709, -2.8131, 4.1228)  0.073
H (0.2303, -0.4425, 2.3600)  0.123
H (0.2776, -1.6871, 1.1010)  0.124
H (-1.3662, 0.8670, 0.9306)  0.159
H (-1.3228, 0.5189, -1.4025)  0.125
H (-3.6317, 0.1504, -4.8957)  0.126
H (-4.5959, -2.1001, -5.9595)  0.126
H (-4.7453, -4.5671, -5.6934)  0.105
H (-3.6436, -5.6664, -3.7312)  0.105
H (-2.4121, -4.2721, -2.0693)  0.114
H (1.1225, 0.3310, -1.3631)  0.138
H (3.1514, 1.7799, 0.1849)  0.153
H (1.6416, 3.5240, -0.6340)  0.121
H (3.2887, 3.6815, -1.2727)  0.117
H (1.4800, 3.8047, -2.8801)  0.087
H (3.7977, -0.0902, -1.2731)  0.123
H (3.1082, 0.7174, -2.6768)  0.120
H (4.7781, 2.5129, -2.5296)  0.105
H (5.4196, 1.8480, -1.0374)  0.115
H (6.8425, 1.2000, -2.9930)  0.068
H (6.1136, -0.2317, -2.2650)  0.072
H (5.4519, 0.4317, -3.7580)  0.074